44
Properties=species:S:1:pos:R:3:forces:R:3 method="wB97M-V/def2-TZVPD" total_energy_ev=-26264.1705 gap_ev="5.77 / 2.73" total_charge=+2 multiplicity=5 lumo_energy_ev="-8.466 / -12.208" de_lowest_kj_mol=12.0
C -0.1934 -3.9372 -0.8750 -1.81 -1.04 -0.86
C 1.2527 -3.7498 -0.6780 1.49 1.38 0.87
H -0.4446 -4.9934 -0.7877 -0.17 -0.09 0.12
H -0.4799 -3.7052 -1.8988 -0.10 0.27 -0.12
H -0.8942 -3.3966 -0.2220 0.54 -0.01 0.10
H 1.4149 -2.6978 -0.3807 0.29 -0.19 -0.09
H 1.6474 -4.3501 0.1499 0.02 0.02 -0.29
H 1.8607 -3.8960 -1.5808 -0.27 -0.27 0.29
C -2.8611 1.9405 -0.1201 2.25 0.52 0.87
C -3.9486 2.7735 0.0218 -0.73 0.58 0.01
C -3.7754 4.0236 0.6216 0.10 0.13 0.12
C -2.5147 4.4225 1.0570 -0.30 0.71 0.20
H -2.8614 0.9527 -0.5813 -0.28 0.28 0.10
H -4.9038 2.4165 -0.3382 -0.17 0.25 0.05
H -4.6411 4.6689 0.7370 0.23 0.04 0.05
H -2.3412 5.3875 1.5170 -0.29 0.08 -0.06
N -1.6649 2.3353 0.3692 -2.09 -0.17 -0.94
C -1.4150 3.5632 0.9195 0.20 -0.96 -0.21
C -0.0123 3.7355 1.2670 -0.09 -0.86 -0.25
N 0.7263 2.6191 0.9957 2.24 -0.13 0.20
C 2.0626 2.5484 1.1732 -2.34 -0.28 -0.43
C 2.0458 4.8056 1.9857 -0.40 0.13 -0.01
C 2.7488 3.6446 1.6571 0.54 0.69 0.32
H 2.5216 1.5945 0.9085 0.00 0.36 0.10
H 3.8231 3.5662 1.7698 0.00 0.19 0.08
C 0.6666 4.8423 1.8021 0.14 0.81 0.29
H 0.0800 5.7143 2.0571 0.19 0.19 0.05
H 2.5895 5.6639 2.3754 -0.26 -0.12 -0.06
Pt -0.2238 0.9333 0.2648 0.48 -1.32 1.15
C 0.3667 0.9818 -1.6547 0.46 -0.58 -1.62
H 1.4254 1.2681 -1.7046 -0.21 -0.15 -0.09
H -0.2574 1.7166 -2.1791 0.12 -0.13 0.03
H 0.2002 -0.0282 -2.0516 0.20 0.32 -0.17
C -0.8818 -1.1562 4.5524 -0.02 -0.05 -0.32
C 0.4105 -0.8236 4.1441 0.19 0.31 -0.38
C 0.6392 -0.3258 2.8492 -0.24 -0.04 0.46
C -0.4572 -0.1305 2.0240 0.24 -0.65 0.02
C -1.7334 -0.5535 2.3573 0.00 -0.10 0.44
C -1.9433 -1.0564 3.6517 -0.05 0.28 -0.28
H -1.0569 -1.5250 5.5621 0.05 0.04 -0.28
H 1.2495 -0.9388 4.8237 -0.12 -0.02 -0.08
H 1.6309 -0.0686 2.4864 0.00 -0.19 0.32
H -2.5290 -0.4580 1.6242 -0.14 -0.24 0.29
H -2.9436 -1.3585 3.9430 0.11 0.01 0.01